Computed, not measured: a molecular structure, C46H46BBrIrN10O2Se at a distorted geometry, with the ωB97M-V functional and the def2-TZVPD basis.

Element x y z (Å)
1 Ir 0.809 -0.029 -0.159
2 C 0.937 -3.897 -3.963
3 C 1.464 -2.681 -3.282
4 C 2.633 -1.992 -3.531
5 C 2.690 -0.941 -2.614
6 N 1.559 -0.980 -1.861
7 N 0.845 -2.067 -2.265
8 B -0.402 -2.538 -1.493
9 N -1.456 -1.429 -1.412
10 N -1.106 -0.186 -0.986
11 C -2.167 0.613 -1.195
12 C -3.185 -0.132 -1.790
13 C -2.705 -1.423 -1.903
14 C -3.378 -2.634 -2.454
15 C -2.310 2.068 -0.935
16 C -2.461 2.623 0.335
17 C -2.770 3.968 0.485
18 C -2.905 4.785 -0.626
19 C -2.749 4.245 -1.896
20 C -2.476 2.894 -2.048
21 N 0.049 -2.874 -0.064
22 N 0.675 -1.938 0.701
23 C 0.862 -2.514 1.912
24 C 0.385 -3.815 1.888
25 C -0.138 -4.005 0.624
26 C -0.816 -5.206 0.061
27 C 1.548 -1.947 3.099
28 C 0.806 -1.385 4.137
29 C 1.436 -0.966 5.302
30 C 2.807 -1.127 5.447
31 C 3.547 -1.723 4.433
32 C 2.919 -2.138 3.267
33 C 3.836 0.000 -2.530
34 C 3.824 1.240 -1.889
35 C 4.942 2.061 -1.885
36 C 6.106 1.665 -2.522
37 C 6.142 0.432 -3.157
38 C 5.026 -0.387 -3.159
39 H 1.617 -4.188 -4.759
40 H -0.045 -3.714 -4.398
41 H 0.846 -4.731 -3.267
42 H 3.343 -2.227 -4.303
43 H -0.852 -3.499 -2.025
44 H -4.159 0.231 -2.073
45 H -4.405 -2.388 -2.715
46 H -3.393 -3.443 -1.725
47 H -2.876 -2.997 -3.351
48 H -2.405 2.003 1.217
49 H -2.917 4.376 1.477
50 H -3.148 5.832 -0.507
51 H -2.867 4.870 -2.771
52 H -2.394 2.468 -3.041
53 H 0.413 -4.519 2.701
54 H -0.828 -5.996 0.808
55 H -0.305 -5.578 -0.826
56 H -1.847 -4.977 -0.211
57 H -0.274 -1.318 4.048
58 H 0.852 -0.539 6.107
59 H 3.296 -0.815 6.360
60 H 4.609 -1.884 4.560
61 H 3.488 -2.649 2.497
62 H 2.931 1.593 -1.402
63 H 4.894 3.023 -1.390
64 H 6.976 2.308 -2.525
65 H 7.044 0.102 -3.653
66 H 5.097 -1.348 -3.646
67 N 2.768 -0.053 0.622
68 C 3.324 1.084 1.400
69 C 2.511 1.324 2.657
70 C 1.100 1.784 2.352
71 N 0.234 0.766 1.694
72 H 2.810 -0.872 1.227
73 H 3.399 -0.266 -0.150
74 H 3.324 1.970 0.764
75 H 4.361 0.857 1.653
76 H 2.988 2.129 3.219
77 H 2.528 0.446 3.299
78 H 1.194 2.630 1.684
79 H 0.600 2.118 3.262
80 H -0.725 1.100 1.672
81 H 0.196 -0.036 2.320
82 Se 0.656 1.331 -3.159
83 N 0.721 1.789 -1.394
84 C 0.696 3.126 -1.349
85 C 0.537 3.983 -0.222
86 C 0.598 5.329 -0.381
87 C 0.794 5.952 -1.654
88 C 0.842 5.196 -2.771
89 C 0.761 3.773 -2.647
90 N 0.722 2.980 -3.698
91 H 0.254 3.581 0.733
92 H 0.447 5.962 0.484
93 H 0.851 7.030 -1.712
94 H 0.927 5.618 -3.763
95 Br -7.741 1.089 0.755
96 C -6.730 -0.220 1.657
97 C -7.352 -1.110 2.521
98 C -6.605 -2.084 3.174
99 C -5.240 -2.174 2.966
100 C -4.631 -1.272 2.098
101 C -5.366 -0.289 1.438
102 C -3.190 -1.339 1.843
103 O -2.450 -2.306 1.790
104 O -2.578 -0.209 1.613
105 H -8.420 -1.044 2.682
106 H -7.101 -2.772 3.844
107 H -4.646 -2.931 3.461
108 H -4.883 0.395 0.753

- ⟨S²⟩: 0.76
- ΔE to the lowest compared entry with this formula, charge and spin: 0.0 kcal per mole
- Spin multiplicity: 2
- Highest occupied orbital energy (alpha / beta): -13.28 / -13.26 eV
- Total charge: +2
- E: -7582.8563 hartree
- LUMO energy (alpha / beta): -5.8 / -7.7 eV